1.
Density functional theory data (ωB97M-V/def2-TZVPD) for a cluster of 4 separate species, C12H12F4O12 in total at a distorted geometry.

Computed properties:
Total charge   0
Calculated total energy   -48079.079 eV
2S+1   1
Structure (SMILES)   O=C1OC[C@@H](F)O1.O=C1OC[C@@H](F)O1.O=C1OC[C@@H](F)O1.O=C1OC[C@@H](F)O1
Orbital gap   11.82 eV
Relative energy (zero: lowest compared OMol25 entry of this formula, charge and spin)   9.1 kcal per mole
E_HOMO   -11.57 eV

The geometry in XYZ format:
```
40
C12H12F4O12 | OMol25 | ωB97M-V/def2-TZVPD
O -2.546 -0.430 1.578
C -3.527 0.159 1.287
O -4.112 0.110 0.056
C -5.110 1.115 -0.010
C -5.321 1.550 1.444
F -6.510 1.111 1.937
O -4.309 0.862 2.142
H -4.714 1.941 -0.602
H -6.055 0.764 -0.418
H -5.230 2.624 1.590
O 5.263 -4.905 1.501
C 4.271 -4.781 0.880
O 4.186 -4.835 -0.453
C 2.893 -4.429 -0.862
C 2.060 -4.576 0.419
F 1.457 -5.799 0.423
O 3.041 -4.539 1.420
H 2.927 -3.388 -1.194
H 2.494 -5.030 -1.675
H 1.336 -3.786 0.588
O -0.837 2.917 0.504
C -0.375 3.000 -0.581
O -1.031 2.796 -1.736
C -0.158 3.017 -2.851
C 1.220 3.181 -2.198
F 1.794 4.345 -2.615
O 0.923 3.304 -0.833
H -0.262 2.117 -3.452
H -0.440 3.894 -3.428
H 1.933 2.369 -2.324
O 3.787 1.517 -0.037
C 2.752 1.141 0.394
O 2.326 1.300 1.657
C 1.045 0.695 1.836
C 0.870 -0.103 0.508
F -0.361 -0.023 0.001
O 1.799 0.502 -0.349
H 1.120 -0.002 2.667
H 0.242 1.410 1.992
H 1.155 -1.120 0.795
```

The computed natural (NBO) charges, all in e, follow: number 1, O, carries -0.560; number 2, C, carries 0.979; number 3, O, carries -0.483; number 4, C, carries -0.134; number 5, C, carries 0.440; number 6, F, carries -0.335; number 7, O, carries -0.486; number 8, H, carries 0.198; number 9, H, carries 0.216; number 10, H, carries 0.165; number 11, O, carries -0.544; number 12, C, carries 0.969; number 13, O, carries -0.475; number 14, C, carries -0.129; number 15, C, carries 0.436; number 16, F, carries -0.338; number 17, O, carries -0.494; number 18, H, carries 0.193; number 19, H, carries 0.219; number 20, H, carries 0.165; number 21, O, carries -0.581; number 22, C, carries 0.986; number 23, O, carries -0.485; number 24, C, carries -0.130; number 25, C, carries 0.437; number 26, F, carries -0.332; number 27, O, carries -0.494; number 28, H, carries 0.208; number 29, H, carries 0.214; number 30, H, carries 0.180; number 31, O, carries -0.558; number 32, C, carries 0.978; number 33, O, carries -0.477; number 34, C, carries -0.130; number 35, C, carries 0.456; number 36, F, carries -0.309; number 37, O, carries -0.525; number 38, H, carries 0.196; number 39, H, carries 0.234; number 40, H, carries 0.132


2.
Density functional theory data (ωB97M-V/def2-TZVPD) for the molecule C12H12N4O4 at a distorted geometry.

Computed properties:
Total charge   0
Calculated total energy   -26783.053 eV
2S+1   1
Orbital gap   4.36 eV
Relative energy (zero: lowest compared OMol25 entry of this formula, charge and spin)   146.4 kcal per mole
E_HOMO   -6.21 eV

The geometry in XYZ format:
```
32
C12H12N4O4 | OMol25 | ωB97M-V/def2-TZVPD
C -0.089 0.122 -1.658
C 0.969 0.992 -2.177
N 1.723 1.794 -2.624
N -1.419 0.749 -2.007
C -2.450 -0.076 -2.322
C -3.666 0.444 -2.768
C -3.842 1.833 -2.915
C -2.717 2.639 -2.701
C -1.514 2.076 -2.254
H -0.002 -0.840 -2.140
H -2.131 -1.114 -2.338
H -4.453 -0.270 -3.014
H -4.825 2.254 -3.176
H -2.747 3.714 -2.913
H -0.619 2.704 -2.296
C -0.541 -3.685 3.037
O -0.179 -2.637 2.117
C 0.768 -1.827 2.652
O 1.194 -1.985 3.785
C 1.243 -0.724 1.711
C 2.513 -0.041 2.154
O 3.036 -0.207 3.261
O 3.060 0.773 1.227
C 4.295 1.340 1.702
N 0.737 -0.500 0.519
N -0.276 -0.116 -0.129
H -1.326 -4.269 2.555
H 0.328 -4.324 3.256
H -0.897 -3.264 3.990
H 4.683 1.981 0.906
H 4.125 1.919 2.623
H 5.020 0.544 1.937
```

The computed natural (NBO) charges, all in e, follow: number 1, C, carries -0.036; number 2, C, carries 0.241; number 3, N, carries -0.284; number 4, N, carries -0.235; number 5, C, carries 0.094; number 6, C, carries -0.236; number 7, C, carries -0.110; number 8, C, carries -0.235; number 9, C, carries 0.097; number 10, H, carries 0.228; number 11, H, carries 0.244; number 12, H, carries 0.250; number 13, H, carries 0.247; number 14, H, carries 0.250; number 15, H, carries 0.269; number 16, C, carries -0.263; number 17, O, carries -0.522; number 18, C, carries 0.734; number 19, O, carries -0.593; number 20, C, carries -0.176; number 21, C, carries 0.742; number 22, O, carries -0.605; number 23, O, carries -0.509; number 24, C, carries -0.262; number 25, N, carries -0.156; number 26, N, carries -0.315; number 27, H, carries 0.181; number 28, H, carries 0.192; number 29, H, carries 0.196; number 30, H, carries 0.184; number 31, H, carries 0.195; number 32, H, carries 0.192


3.
Density functional theory data (ωB97M-V/def2-TZVPD) for a cluster of 2 separate species, C12H12O in total at a distorted geometry.

Computed properties:
Total charge   0
Calculated total energy   -14678.466 eV
2S+1   1
Orbital gap (alpha / beta)   5.95 / 7.35 eV
Relative energy (zero: lowest compared OMol25 entry of this formula, charge and spin)   182.9 kcal per mole
E_HOMO (alpha / beta)   -6.45 / -7.58 eV

The geometry in XYZ format:
```
25
C12H12O | OMol25 | ωB97M-V/def2-TZVPD
C 2.602 1.292 0.593
C 2.708 0.911 -0.787
C 1.937 0.495 1.463
C 2.058 -0.248 -1.238
C 1.306 -0.652 1.071
C 1.423 -1.080 -0.286
C 0.889 -2.272 -0.590
C -1.304 0.848 -1.003
C -2.600 -0.944 -1.011
C -1.147 -0.672 -0.933
C -2.045 0.003 0.037
C -2.176 0.442 1.401
O 0.516 -3.335 -0.766
H 3.148 2.123 0.978
H 3.182 1.587 -1.339
H 1.928 0.769 2.504
H 1.995 -0.600 -2.311
H 0.623 -1.175 1.746
H -0.395 1.382 -0.500
H -1.702 1.545 -1.776
H -3.146 -0.432 -1.934
H -2.999 -1.847 -0.777
H -2.203 -0.375 2.150
H -3.111 0.925 1.681
H -1.487 1.311 1.628
```

The computed natural (NBO) charges, all in e, follow: number 1, C, carries -0.230; number 2, C, carries -0.181; number 3, C, carries -0.199; number 4, C, carries -0.175; number 5, C, carries -0.178; number 6, C, carries -0.285; number 7, C, carries 0.823; number 8, C, carries -0.446; number 9, C, carries -0.417; number 10, C, carries -0.107; number 11, C, carries -0.105; number 12, C, carries -0.623; number 13, O, carries -0.376; number 14, H, carries 0.213; number 15, H, carries 0.209; number 16, H, carries 0.218; number 17, H, carries 0.231; number 18, H, carries 0.228; number 19, H, carries 0.183; number 20, H, carries 0.199; number 21, H, carries 0.161; number 22, H, carries 0.200; number 23, H, carries 0.210; number 24, H, carries 0.220; number 25, H, carries 0.226


4.
Density functional theory data (ωB97M-V/def2-TZVPD) for a cluster of 2 separate species, C12H13BFN2O6 in total at a distorted geometry.

Computed properties:
Total charge   +1
Calculated total energy   -31306.984 eV
2S+1   1
Orbital gap   7.50 eV
E_HOMO   -12.00 eV

The geometry in XYZ format:
```
35
C12H13BFN2O6 | OMol25 | ωB97M-V/def2-TZVPD
C 2.029 -3.332 0.395
C 2.358 -2.223 -0.245
C 1.283 -1.268 -0.639
C 1.267 0.078 -0.216
B 2.364 0.707 0.695
N 2.132 2.035 1.377
O 3.578 0.123 0.954
C 0.189 0.901 -0.600
C -0.803 0.360 -1.379
C -0.797 -0.945 -1.822
C 0.253 -1.761 -1.456
F 0.282 -3.019 -1.885
C -2.021 -1.192 -2.662
O -2.209 -2.036 -3.465
N -2.921 -0.120 -2.308
C -3.901 -0.642 -1.315
C -3.768 -0.028 0.060
O -3.220 -0.620 0.954
O -4.252 1.199 0.222
C -2.070 0.971 -1.908
O -2.349 2.115 -2.053
H 1.004 -3.620 0.567
H 2.782 -4.010 0.764
H 3.384 -2.003 -0.481
H 2.027 2.785 0.700
H 1.268 1.979 1.913
H 4.107 0.124 0.146
H 0.116 1.936 -0.304
H -3.709 -1.699 -1.170
H -4.925 -0.553 -1.668
H -4.094 1.418 1.153
O 2.764 2.907 3.981
H 1.958 2.926 4.530
H 3.343 3.668 4.180
H 2.550 2.843 2.984
```

The computed natural (NBO) charges, all in e, follow: number 1, C, carries -0.315; number 2, C, carries -0.232; number 3, C, carries -0.061; number 4, C, carries -0.362; number 5, B, carries 1.121; number 6, N, carries -1.174; number 7, O, carries -0.893; number 8, C, carries -0.151; number 9, C, carries -0.149; number 10, C, carries -0.112; number 11, C, carries 0.424; number 12, F, carries -0.285; number 13, C, carries 0.680; number 14, O, carries -0.448; number 15, N, carries -0.505; number 16, C, carries -0.314; number 17, C, carries 0.763; number 18, O, carries -0.589; number 19, O, carries -0.649; number 20, C, carries 0.679; number 21, O, carries -0.468; number 22, H, carries 0.204; number 23, H, carries 0.213; number 24, H, carries 0.216; number 25, H, carries 0.415; number 26, H, carries 0.380; number 27, H, carries 0.516; number 28, H, carries 0.217; number 29, H, carries 0.236; number 30, H, carries 0.242; number 31, H, carries 0.499; number 32, O, carries -0.786; number 33, H, carries 0.561; number 34, H, carries 0.566; number 35, H, carries 0.564


> Look up the 2S+1 of the third one.

1